(1)
This record from the OMol25 dataset describes a 13-piece molecular cluster, C32H78O32S6 overall at a distorted geometry. The level of theory is ωB97M-V/def2-TZVPD.

CARTESIAN COORDINATES (ANGSTROEM)
C  -10.0404  -2.4793  2.5869
C  -8.4670  -2.6090  2.6513
C  -7.7912  -3.0211  1.2817
S  -9.0736  -2.7367  -0.0308
O  -9.0967  -3.8381  -1.0014
O  -9.0410  -1.3244  -0.4263
C  -10.5323  -2.9984  1.2041
H  -10.3348  -1.4338  2.6782
H  -10.5205  -3.0768  3.3618
H  -8.1034  -3.0819  3.5636
H  -8.1062  -1.5975  2.8375
H  -7.5721  -4.0879  1.2381
H  -6.9375  -2.4791  0.8747
H  -10.8538  -4.0375  1.2755
H  -11.3767  -2.4214  0.8270
C  1.0672  -1.2678  -2.4659
C  -0.2387  -0.4404  -2.5119
C  0.0030  0.7748  -1.6338
S  0.9944  0.2717  -0.1515
O  0.1081  0.1459  1.0133
O  2.2697  1.0312  0.0385
C  1.3879  -1.4189  -0.8956
H  1.9344  -0.6766  -2.7601
H  0.9344  -2.1484  -3.0944
H  -0.9721  -1.1713  -2.1714
H  -0.4275  -0.2611  -3.5704
H  -0.8653  1.3410  -1.2967
H  0.7292  1.3900  -2.1652
H  0.5786  -2.0042  -0.4592
H  2.4191  -1.7388  -0.7460
C  10.7273  2.1079  4.7590
C  9.7303  3.1915  5.2116
C  10.3418  4.5505  4.9858
S  11.6850  4.3401  3.7448
O  13.0646  4.3660  4.2681
O  11.2695  4.9944  2.4936
C  11.3558  2.5549  3.4134
H  10.3493  1.0864  4.7156
H  11.4969  2.2676  5.5141
H  9.6169  3.0150  6.2812
H  8.7347  3.0222  4.8014
H  10.9330  4.7168  5.8863
H  9.7088  5.4223  4.8199
H  12.1373  2.1167  2.7925
H  10.5268  2.6097  2.7078
C  -7.1614  2.3344  -7.7907
C  -8.1091  2.0657  -9.0118
O  -7.9422  0.6854  -9.1332
S  -6.3185  0.2328  -8.9343
O  -5.5686  0.2745  -10.1829
O  -6.1594  -1.0210  -8.1119
O  -5.9831  1.5315  -7.9342
H  -7.5127  2.0019  -6.8139
H  -6.9128  3.3842  -7.6354
H  -7.9192  2.6476  -9.9137
H  -9.1872  2.1023  -8.8548
C  10.9749  -6.4726  4.9767
C  11.4720  -5.9751  3.6776
O  10.2448  -5.5906  3.0113
S  8.8163  -6.0754  3.8393
O  7.8812  -6.7714  2.9623
O  8.3787  -5.0140  4.6874
O  9.7623  -7.1214  4.6642
H  10.8674  -5.6911  5.7288
H  11.5837  -7.2293  5.4716
H  12.0508  -6.7183  3.1292
H  12.0787  -5.0749  3.5787
C  -2.3224  1.1366  9.1751
C  -1.7105  -0.0715  9.9527
O  -0.5580  0.4599  10.5361
S  0.2792  1.3497  9.4435
O  0.8238  0.4842  8.4098
O  1.1841  2.2744  10.1125
O  -1.1865  2.0553  8.9387
H  -3.0438  1.5877  9.8564
H  -2.8413  0.8650  8.2559
H  -1.5210  -0.8536  9.2176
H  -2.3321  -0.4015  10.7850
C  3.3118  8.2443  0.7057
C  3.0729  9.7706  0.8885
O  3.4424  10.0774  2.2590
O  4.4682  7.6846  1.2850
H  3.1716  8.0870  -0.3637
H  2.5318  7.6456  1.1761
H  2.0452  9.9669  0.5826
H  3.8357  10.2956  0.3135
H  4.3913  9.9316  2.2620
H  4.0703  6.8404  1.5097
C  1.2513  -6.7410  -9.7942
C  0.7120  -7.7384  -10.8009
O  1.8780  -8.5771  -11.0516
O  1.5528  -7.3097  -8.4787
H  0.5353  -5.9555  -9.5526
H  2.2429  -6.4259  -10.1191
H  0.3407  -7.2366  -11.6944
H  -0.0614  -8.4135  -10.4347
H  1.8569  -8.8789  -11.9627
H  2.3694  -7.8094  -8.5497
C  5.4891  5.1326  -7.2989
C  6.9270  4.8959  -7.6959
O  7.6172  4.1627  -6.6981
O  5.5316  5.9605  -6.1943
H  4.8475  4.3021  -7.0043
H  4.9744  5.6822  -8.0871
H  7.4812  5.8145  -7.8887
H  6.9620  4.3056  -8.6116
H  7.2492  3.2766  -6.6671
H  6.3848  5.8331  -5.7731
C  -3.9283  -8.7506  -2.7789
C  -2.7560  -9.4258  -3.4601
O  -2.9382  -9.4679  -4.9108
O  -3.7292  -7.3160  -3.0476
H  -3.9991  -8.9366  -1.7072
H  -4.7983  -9.1026  -3.3333
H  -2.6028  -10.4440  -3.1026
H  -1.8494  -8.8856  -3.1875
H  -2.4606  -8.7708  -5.3664
H  -4.4410  -6.9113  -3.5487
C  -8.9861  6.8523  -0.9328
C  -9.9299  6.7771  -2.1480
O  -9.5407  7.6926  -3.1533
O  -7.6437  6.3791  -1.1921
H  -9.2289  6.2828  -0.0357
H  -8.9498  7.8338  -0.4602
H  -10.9994  6.6801  -1.9614
H  -9.7192  5.7955  -2.5725
H  -10.2791  8.2475  -3.4150
H  -7.2030  6.1931  -0.3598
C  -0.6514  -8.3582  3.7340
C  0.1673  -8.6367  5.0582
O  1.0115  -7.6406  5.4848
O  0.1516  -8.4007  2.5750
H  -1.2197  -7.4413  3.5783
H  -1.3312  -9.2095  3.7005
H  0.8601  -9.4741  4.9748
H  -0.5039  -8.9983  5.8372
H  1.6545  -7.5150  4.7831
H  -0.1565  -8.0966  1.7181
C  -4.2560  7.1104  5.1059
C  -4.4863  8.6021  5.1814
O  -3.1598  9.1606  5.5093
O  -3.5332  6.7147  3.9073
H  -5.1762  6.5307  5.0336
H  -3.7000  6.7840  5.9848
H  -5.2718  8.6514  5.9356
H  -4.8928  8.9994  4.2513
H  -3.1625  10.1204  5.5259
H  -2.7055  7.1933  3.9935

Atoms 1-3, force components in eV/Å:
0.512 -0.658 -1.353
0.534 1.750 -0.646
-1.390 -0.522 -0.096

The HOMO energy comes out at -0.3615 Ha. The frontier orbital gap is 10.14 eV. Its LUMO energy is 0.3 eV. Its strongest force on any atom is 4.936 eV Å⁻¹. The total charge is 0. Its spin multiplicity is 1.

Atom charges from the Mulliken analysis, given in e for atoms 1 to 99: -0.516 -0.665 -0.696 1.009 -0.621 -0.607 -0.718 0.301 0.298 0.431 0.235 0.301 0.491 0.367 0.391 -0.715 -0.552 -0.653 1.063 -0.632 -0.638 -0.691 0.346 0.335 0.312 0.318 0.404 0.332 0.371 0.400 -0.697 -0.587 -0.568 1.041 -0.627 -0.642 -0.673 0.370 0.318 0.288 0.338 0.309 0.385 0.435 0.310 -0.300 -0.211 -0.321 1.071 -0.509 -0.525 -0.299 0.273 0.309 0.254 0.257 -0.343 -0.133 -0.367 1.106 -0.504 -0.495 -0.317 0.263 0.302 0.237 0.251 -0.211 -0.344 -0.319 1.105 -0.515 -0.514 -0.319 0.258 0.283 0.268 0.308 -0.357 -0.457 -0.528 -0.484 0.277 0.307 0.322 0.277 0.303 0.341 -0.487 -0.215 -0.511 -0.542 0.313 0.299 0.322 0.236 0.272 0.313 -0.150

(2)
This record from the OMol25 dataset describes C32H79N5O14Sr2 as an isolated structure at a distorted geometry. The level of theory is ωB97M-V/def2-TZVPD.

CARTESIAN COORDINATES (ANGSTROEM)
Sr  -3.1099  -0.6781  1.7219
Sr  -1.8610  -1.2179  -3.1709
C  -1.2917  0.0695  -0.4617
O  -0.7628  0.5354  -1.4839
O  -0.8709  0.2567  0.7480
O  -2.2770  -0.7030  -0.6090
C  9.2563  1.8964  1.5752
O  7.8038  2.0133  1.6567
C  7.3838  3.2797  1.8830
C  5.9450  3.3779  2.1258
N  5.0626  2.9273  1.0226
C  3.6838  3.2401  1.1692
C  3.1188  2.6809  2.4291
O  3.2924  1.3082  2.6390
C  2.0379  0.6439  2.9700
H  9.4733  0.8914  1.2133
H  9.6663  1.9558  2.5834
H  9.7478  2.5118  0.8217
H  7.6518  3.9273  1.0482
H  7.8709  3.7222  2.7520
H  5.8895  4.4524  2.2998
H  5.7355  3.0389  3.1403
H  5.4063  3.5240  0.2838
H  3.2200  2.8435  0.2661
H  3.5509  4.3219  1.1594
H  2.0852  3.0257  2.4588
H  3.5315  3.1708  3.3110
H  1.2877  0.8635  2.2103
H  1.8176  1.0157  3.9706
H  1.9878  -0.4302  3.1485
C  -5.6220  -0.8576  4.2434
O  -4.9021  -1.5714  3.2059
C  -5.4002  -2.9245  2.9837
C  -5.4592  -3.1504  1.4255
N  -4.1489  -3.0379  0.7600
C  -3.3223  -4.1350  1.3680
C  -1.7996  -3.9348  1.2597
O  -1.5292  -2.8828  2.1717
C  -0.1575  -2.5715  2.1355
H  -6.6514  -0.6127  3.9816
H  -5.2537  0.1648  4.3285
H  -5.5329  -1.3817  5.1950
H  -6.4272  -2.9374  3.3485
H  -4.9027  -3.6667  3.6078
H  -6.2536  -2.6165  0.9040
H  -5.8438  -4.1702  1.4439
H  -4.2720  -3.3074  -0.2056
H  -3.5906  -5.0010  0.7629
H  -3.5176  -4.5769  2.3451
H  -1.2823  -3.7411  0.3200
H  -1.3423  -4.8651  1.5964
H  0.1551  -1.7156  2.7337
H  0.2327  -2.2065  1.1855
H  0.4744  -3.4147  2.4142
C  7.2742  1.6927  -1.5233
O  6.1527  1.0308  -0.8819
C  5.1965  0.7171  -1.8590
C  4.1545  -0.3943  -1.4896
N  3.3954  -0.0418  -0.2586
C  2.4633  -1.0979  0.1900
C  3.2483  -2.2748  0.7378
O  3.8534  -1.8296  1.9121
C  4.3192  -2.9350  2.7141
H  6.9184  2.6992  -1.7435
H  7.5871  1.1726  -2.4287
H  8.1108  1.7412  -0.8263
H  5.6070  0.3321  -2.7925
H  4.6036  1.5895  -2.1339
H  4.6127  -1.3816  -1.5478
H  3.4662  -0.4359  -2.3338
H  2.7943  0.7372  -0.4865
H  1.7823  -1.5285  -0.5441
H  1.8739  -0.6290  0.9779
H  4.0196  -2.7356  0.1207
H  2.5355  -3.0476  1.0256
H  3.4802  -3.6158  2.8581
H  4.5816  -2.5096  3.6827
H  5.1847  -3.4389  2.2840
C  0.0356  -2.1653  -8.2533
O  -0.3034  -2.1568  -6.8520
C  -1.4275  -2.9523  -6.5347
C  -2.6518  -2.0747  -6.5985
N  -2.6736  -0.8971  -5.6445
C  -4.0712  -0.4900  -5.4320
C  -4.0168  0.9567  -4.7552
O  -2.9837  1.1599  -3.7786
C  -3.2613  2.2701  -2.8859
H  0.2520  -3.2071  -8.4898
H  0.7236  -1.3498  -8.4765
H  -0.8716  -2.0202  -8.8399
H  -1.4195  -3.5971  -5.6559
H  -1.7385  -3.5958  -7.3576
H  -3.4870  -2.7556  -6.4343
H  -2.7985  -1.7976  -7.6424
H  -2.2309  -0.2252  -6.2550
H  -4.8149  -1.1489  -4.9839
H  -4.5773  -0.4624  -6.3970
H  -4.9815  1.2119  -4.3167
H  -3.7326  1.7573  -5.4380
H  -3.8596  3.0647  -3.3316
H  -2.2624  2.6389  -2.6529
H  -3.7034  2.0968  -1.9047
C  -5.7927  0.4234  -0.9167
O  -4.7764  0.8569  0.0202
C  -5.0764  2.0267  0.6489
C  -3.7957  2.4914  1.4601
N  -3.4896  1.6507  2.6921
C  -2.2903  2.0763  3.3171
C  -1.9637  1.0421  4.4557
O  -2.1838  -0.2796  4.0229
C  -1.8298  -1.2787  5.0302
H  -5.6321  -0.6533  -0.9714
H  -5.9639  0.9181  -1.8728
H  -6.7582  0.7414  -0.5233
H  -5.9119  1.9241  1.3414
H  -5.4255  2.8221  -0.0095
H  -4.0107  3.4923  1.8343
H  -3.0416  2.5705  0.6772
H  -4.0648  2.1449  3.3593
H  -2.3291  3.0663  3.7714
H  -1.4213  1.9291  2.6759
H  -2.6697  1.2045  5.2701
H  -0.9565  1.3171  4.7688
H  -0.8507  -1.0755  5.4640
H  -1.7877  -2.2921  4.6310
H  -2.5426  -1.2448  5.8541
C  1.4830  3.1170  -2.1254
O  1.6499  1.8038  -1.6479
H  1.3662  3.7749  -1.2642
H  2.2702  3.4192  -2.8160
H  0.6629  3.1506  -2.8426
H  0.7881  1.4335  -1.4437

Atoms 1-3, force components in eV/Å:
0.568 -0.363 -0.485
0.241 1.852 1.139
1.484 0.196 3.313

The HOMO energy (alpha / beta) comes out at -0.5125 / -0.4934 Ha. The frontier orbital gap (alpha / beta) is 6.08 / 3.88 eV. Its LUMO energy (alpha / beta) is -7.9 / -9.5 eV. Its strongest force on any atom is 4.348 eV Å⁻¹. The total charge is +3. Its spin multiplicity is 2.

Atom charges from the Mulliken analysis, given in e for atoms 1 to 99: 1.011 1.218 1.601 -1.165 -0.767 -0.632 -0.980 -0.227 -0.657 -0.915 0.270 -0.198 -0.762 -0.197 -1.157 0.273 0.350 0.396 0.319 0.445 0.361 0.424 0.217 -0.468 0.596 0.414 0.459 0.441 0.489 0.211 -0.953 0.304 -0.919 -0.856 -0.202 -1.033 -0.725 0.188 -1.205 0.405 0.002 0.396 0.565 0.436 0.439 0.482 0.240 0.554 0.291 0.258 0.444 0.081 0.192 0.588 -0.650 -0.171 -0.801 -0.697 1.087 1.108 -0.968 -0.149 -0.844 0.327 0.437 -0.034 0.513 0.307 0.640 0.286 -0.202 0.279 -1.112 0.390 0.440 0.306 0.266 0.300 -0.744 -0.349 -0.869 -0.738 -0.232 -0.903 -0.605 -0.094 -0.751 0.337 0.272 0.315 0.520 0.390 0.475 0.384 0.176 0.416 0.480 0.462 0.423

Q: Which formula does entry 1 have?
A: C32H78O32S6